# 1
A molecular structure, C25H26BrIIrNO10P, computed with ωB97M-V with the def2-TZVPD basis set.

- molecular weight (g mol⁻¹) = 930.5
- maximum force (hartree/bohr) = 0.079
- charge = +2
- total energy (eV) = -138567.71738
- relative energy (zero: lowest compared OMol25 entry of this formula, charge and spin) (kJ/mol) = 316.0
- 2S+1 = 2
- ⟨S²⟩ = 0.785

```
66
Properties=species:S:1:pos:R:3:forces:R:3
C 5.173279 2.054021 -0.527579 -0.17 0.16 0.29
H -2.602921 -0.301142 5.621681 0.03 0.01 0.05
Br 4.834808 3.166127 0.963090 0.09 0.03 -0.03
H 3.681008 -0.253756 -2.532534 0.14 0.14 0.00
C -3.426931 5.253015 -3.294643 0.09 0.05 -0.01
C 1.909691 -4.140657 -1.251731 -0.04 -0.08 0.01
C -4.605240 0.767245 -2.158955 -0.26 -0.07 0.05
C -0.298155 -2.457606 1.860104 -0.08 0.29 -0.19
C -4.923733 1.988164 -2.654494 -0.19 0.04 -0.11
C 4.201839 1.212124 -1.040851 -0.21 -0.36 -0.37
H -3.652593 -2.685170 -0.417713 0.00 0.01 -0.02
H -3.950923 6.034268 -3.832897 -0.03 0.00 0.00
H -1.417342 -3.284534 3.216935 -0.06 -0.01 -0.09
C 6.690601 1.248508 -2.201587 -0.02 0.03 0.04
N 0.800909 -2.233173 -0.320534 -0.31 1.26 1.07
H -3.137424 5.622232 -2.309764 0.00 -0.06 0.02
H 0.755729 2.688211 3.311944 0.05 -0.13 -0.03
H -5.375636 0.008074 -2.131079 0.05 0.00 -0.01
C 1.901350 -1.428326 4.271518 0.14 -0.10 0.11
H -0.834662 3.181372 2.699843 -0.07 -0.03 -0.02
H -2.900082 -1.152929 4.088932 0.08 -0.04 -0.01
H 1.188136 -1.763404 5.018242 -0.07 0.10 -0.02
O -4.353819 4.172444 -3.177647 0.00 -0.01 -0.10
Ir 0.144843 -0.171329 -0.861561 -2.07 -2.88 -1.97
H 0.430152 -4.930106 1.672974 -0.01 -0.04 -0.08
H 5.909099 -0.232861 -3.547719 -0.02 0.01 0.02
O 1.287031 -0.799136 -2.459397 -0.85 0.99 0.65
C -3.304347 0.467587 -1.687483 0.50 -0.24 0.05
C -4.064287 -1.814314 -0.923330 0.28 -0.23 0.09
C 1.522856 -2.811736 -1.263179 0.14 -0.02 0.00
I 2.301627 1.214164 -0.076373 -0.42 0.29 0.34
H 2.223876 -2.259912 3.653238 -0.03 0.05 -0.09
C -0.298143 2.428906 3.264401 0.09 0.19 -0.02
H 7.672870 1.266413 -2.654747 -0.02 0.01 0.01
H -4.871506 -1.391869 -0.326592 0.00 0.03 -0.05
H -1.866628 3.470822 -2.325801 -0.06 0.00 0.04
O -0.462914 1.180706 2.509027 0.12 0.02 0.06
O -1.095021 1.316089 -1.298889 1.89 1.00 0.78
C 6.424640 2.076082 -1.119204 0.10 -0.06 -0.12
H -2.542712 4.953775 -3.858229 -0.04 -0.02 -0.02
O -0.485710 -3.158520 2.982884 0.13 -0.18 0.14
H 7.184101 2.742960 -0.734993 -0.02 -0.02 0.04
H -0.711372 2.328346 4.264876 -0.04 -0.07 -0.01
P -0.188351 -0.205171 3.110240 -0.12 0.14 -0.13
H -2.748499 0.619156 4.100727 0.10 0.04 0.00
O -1.803941 -1.167979 -0.843097 1.68 -0.04 0.16
C 0.746248 -4.356703 0.813986 -0.09 0.05 0.14
C -2.972815 -0.806352 -1.154818 -0.42 0.45 -0.30
H 1.706735 -5.988781 -0.186944 0.01 0.03 0.09
O -0.714501 -1.128459 1.940833 0.23 -0.12 -0.05
C 1.981192 -1.898041 -2.351803 0.16 -0.51 0.44
O -0.954391 -0.443485 4.424500 -0.13 -0.01 0.02
H -4.476592 -2.139714 -1.880006 -0.02 0.03 0.02
H 2.541780 -4.507791 -2.047147 -0.06 0.01 -0.05
C 0.421246 -2.982661 0.771275 0.04 0.11 -0.34
C -2.314902 1.478068 -1.760072 -0.39 -0.34 -0.21
C -3.941062 3.004730 -2.707790 0.07 -0.21 0.11
H 2.753220 -0.950175 4.738782 0.00 0.07 -0.01
C 5.706762 0.409309 -2.700951 0.07 0.03 -0.02
O 1.296864 -0.408844 3.397143 -0.01 -0.13 0.04
H -5.912814 2.207748 -3.032994 0.01 0.01 0.05
C 4.445661 0.390738 -2.124399 -0.16 -0.01 -0.03
C -2.404202 -0.306142 4.557670 -0.16 -0.03 0.01
O 2.958865 -2.188143 -2.990500 -0.23 0.17 -0.48
C -2.653545 2.730427 -2.279317 0.50 0.32 0.10
C 1.470701 -4.932911 -0.205500 0.07 -0.13 -0.03
```
Positions in Å, forces in eV/Å.

Atom charges from the Mulliken analysis, given in e for atoms 1 to 5: C -0.198; H 0.264; Br -0.203; H 0.325; C -0.802



# 2
A molecular structure, C29H24Br33IO4S, computed with ωB97M-V with the def2-TZVPD basis set.

- molecular weight (g mol⁻¹) = 3232.3
- maximum force (hartree/bohr) = 0.095
- charge = 0
- total energy (eV) = -2368982.64869

```
92
Properties=species:S:1:pos:R:3:forces:R:3
Br 7.218280 13.030558 -4.874313 -0.19 0.01 -0.24
Br 3.495749 4.964776 1.116151 -0.13 0.21 -0.04
Br 2.952363 9.284803 -8.237202 -0.05 0.17 0.25
H 5.260949 7.809391 4.122743 0.06 -0.09 0.11
H -1.279524 -1.425957 1.245471 0.82 0.00 -0.68
C -0.716161 6.234137 -4.090555 -0.02 -0.15 -0.03
Br -5.153557 6.162225 -0.622040 0.12 -0.05 0.20
Br -0.597633 -10.800452 0.312919 -0.15 -0.14 0.10
C -4.315597 6.054153 1.118421 -0.02 0.01 0.07
C -1.299070 -6.767067 -2.318780 -1.45 1.23 1.45
O -4.996063 -10.621764 -3.162330 -0.32 0.37 1.42
H -4.078545 -7.788644 1.457478 0.64 -0.26 -0.96
O -6.882259 -10.657316 -1.890602 0.39 -0.06 -0.52
C 5.740798 7.223154 4.900442 -0.08 -0.06 -0.11
Br 1.276823 4.038796 4.246823 0.08 -0.21 0.13
C 0.780917 -1.088110 0.322659 -0.39 -1.61 -1.73
S -0.179009 -7.222412 -3.673438 -0.30 -0.44 0.13
H -3.722984 -10.369741 -0.875523 -1.04 -0.26 0.03
Br -2.725012 -11.362236 2.640830 0.13 -0.14 -0.16
H -5.975179 -8.644557 0.391530 0.86 -0.21 -0.74
Br 5.041489 5.426848 4.766605 0.13 0.24 0.12
C 2.592586 6.659452 0.898998 0.07 -0.04 -0.05
C -5.693465 -10.557322 -1.953524 0.92 -0.26 0.69
H 3.503493 -2.135279 9.000389 -0.06 0.08 -0.13
O -0.504801 -4.113005 -3.833988 0.20 0.01 0.49
H 1.933074 -2.839085 -2.548156 -0.82 0.37 0.80
H -1.125032 5.701540 -4.942668 0.07 0.10 0.11
Br 5.504659 12.657435 5.315052 0.21 -0.13 0.07
C 7.047812 11.586988 5.777164 0.00 -0.08 -0.02
H -5.234201 -8.153408 -1.196792 0.14 -0.46 1.01
H 3.191656 7.254966 0.218113 -0.10 -0.07 0.10
C -0.554825 -1.675260 0.440208 0.99 -0.68 -1.58
Br 0.542786 1.206253 5.541390 0.16 0.19 -0.06
C -5.687313 -5.568950 -3.065071 0.11 -0.05 -0.36
Br 1.785079 12.025031 -7.059408 0.17 -0.21 0.06
Br 4.689782 -1.228713 7.021843 -0.22 -0.07 0.14
Br 0.853767 6.442372 0.083455 0.28 0.06 0.11
Br 5.288257 8.047258 6.590834 0.09 -0.07 -0.20
Br -1.990590 6.057677 -2.646190 0.27 0.09 -0.23
Br 7.282491 11.455013 7.691377 -0.03 0.06 -0.25
C 1.777385 2.693466 5.542984 -0.08 0.06 0.07
C -0.968508 -2.670614 -0.533982 1.26 -0.15 -0.60
H -4.540440 6.979853 1.637424 0.03 -0.14 -0.09
C -2.358731 -3.386753 -0.462772 1.18 -0.33 -0.49
H -4.068447 -10.380307 -2.974087 -0.54 -0.25 -0.21
Br -6.950017 -5.753748 -1.607273 0.18 0.07 -0.11
H 1.716997 3.156939 6.522243 0.03 -0.07 -0.14
Br 7.644718 7.283979 4.561374 -0.22 0.03 0.08
Br 3.607676 2.108300 5.307386 -0.28 0.06 -0.07
H -3.138069 -9.184218 0.817793 -0.41 0.77 -0.40
C 1.227917 -2.514938 -1.742364 -0.74 0.60 1.23
Br 0.977554 5.403563 -3.665197 -0.22 0.13 -0.08
H -6.104872 -6.097738 -3.915885 -0.03 0.13 0.15
C 1.677376 -1.513682 -0.760769 -2.03 -0.82 0.29
H -5.092044 -10.917698 0.201704 0.10 0.18 -1.01
Br -5.472424 -3.718815 -3.596049 0.00 -0.19 0.13
Br 6.547903 12.166333 -7.888511 -0.10 0.15 0.26
Br -3.982465 -6.397970 -2.648599 -3.64 0.33 -3.26
C -5.071754 -8.753595 -0.267020 0.76 -0.98 0.23
Br -2.389905 5.935024 0.980321 -0.35 -0.03 0.14
C -0.091242 -3.107830 -1.644493 0.18 1.26 1.60
C 2.327567 10.212194 -6.659676 -0.06 -0.05 -0.05
I 1.507626 0.386669 1.691049 -0.49 -0.73 -0.59
H 5.033602 12.566959 -5.961909 0.21 0.11 -0.09
C -2.077138 -7.761510 -1.545602 0.32 2.30 1.66
C -1.576109 -12.149338 1.297445 0.01 -0.08 0.00
C -4.827967 -10.289182 -0.680934 -0.07 1.39 -0.31
Br 5.379274 14.907371 -6.709078 0.11 -0.24 0.04
H 2.705740 -1.078028 -0.813996 -1.15 -0.51 -0.03
C -1.424913 -5.349291 -1.947214 -0.45 -0.21 1.97
Br 2.488171 7.638499 2.566325 -0.03 -0.13 -0.15
C 5.920030 13.093810 -6.309644 -0.11 -0.06 0.01
Br 1.885594 -2.759333 7.228412 0.15 0.20 0.08
H 1.444963 9.685760 -6.311350 0.15 0.05 -0.03
H -0.844173 -12.755795 1.820327 -0.10 0.11 -0.07
Br 2.305385 0.021271 8.762983 0.14 -0.21 -0.06
H -3.739641 -5.581606 0.826039 0.78 -0.10 -1.00
Br -0.495680 8.080043 -4.628465 -0.04 -0.15 0.12
C -3.743010 -8.298242 0.511285 -0.77 0.85 -0.77
O -3.383567 -2.814791 -0.194360 0.41 -0.39 0.24
H -2.007951 -8.849195 -1.799472 -0.05 1.20 0.29
H -0.816699 -6.921675 -4.865882 -0.09 0.13 1.26
C -3.074569 -5.862063 -0.027701 2.28 -1.32 -1.86
C -2.305353 -4.911364 -0.819168 0.79 -1.19 0.13
C -0.639540 -4.184765 -2.640445 -0.26 -0.24 1.13
C 3.147012 -1.600589 8.126575 0.02 -0.01 0.01
Br 8.650641 12.219186 4.899094 -0.22 -0.06 0.13
Br -2.554339 -13.330142 0.119241 0.12 0.20 0.14
Br 3.625374 10.149558 -5.224314 -0.14 0.02 -0.20
C -2.941050 -7.295407 -0.397192 1.75 0.59 0.86
Br -5.049300 4.615567 2.182040 0.11 0.17 -0.18
H 6.859424 10.582328 5.411045 0.03 0.13 0.08
```
Positions in Å, forces in eV/Å.

Atom charges from the Mulliken analysis, given in e for atoms 1 to 5: Br -0.017; Br 0.005; Br 0.009; H 0.252; H 0.408